Molecular formula: C37H43F6N9O15S6
Method: DFT, ωB97M-V/def2-TZVPD

CARTESIAN COORDINATES (ANGSTROEM)
O1 1.51177 -1.36060 1.91525
C1 1.82468 -0.34016 1.12548
O2 2.81238 0.26452 1.54512
O3 1.21826 -0.08520 0.08012
H1 2.16297 -0.95369 2.49141
C2 -5.30316 -1.66698 -6.78183
N1 -4.61171 -2.12086 -5.54751
C3 -4.92584 -3.21615 -4.84861
C4 -4.29024 -3.45983 -3.60247
C5 -3.25472 -2.63165 -3.20410
C6 -2.86035 -1.63678 -4.01359
C7 -3.58084 -1.28651 -5.13747
C8 -2.42945 -3.01549 -1.94239
C9 -2.00671 -2.09516 -1.00658
C10 -1.27716 -2.45515 0.08590
N2 -0.95559 -3.78864 0.29140
C11 -1.39979 -4.76752 -0.54856
C12 -2.12784 -4.37533 -1.69762
C13 -0.26171 -4.16441 1.54191
H2 -5.98372 -2.44482 -7.12813
H3 -4.61436 -1.29179 -7.53872
H4 -5.98014 -0.85268 -6.52353
H5 -5.70466 -3.87768 -5.19816
H6 -4.62015 -4.40024 -3.18630
H7 -1.93971 -1.13580 -3.75307
H8 -3.48334 -0.49122 -5.86162
H9 -2.31620 -1.06375 -1.08920
H10 -0.96124 -1.71797 0.80919
H11 -1.02746 -5.77336 -0.42187
H12 -2.42805 -5.15256 -2.38477
H13 -0.88427 -3.86663 2.38562
H14 0.67822 -3.61331 1.57197
H15 -0.08043 -5.23923 1.54353
C14 3.60881 3.00995 0.72506
N3 2.47924 3.86428 1.08683
C15 2.09922 4.04114 2.40115
C16 1.07757 4.96218 2.78209
C17 0.49900 5.70908 1.75611
C18 0.90470 5.56774 0.42204
C19 1.88839 4.56798 0.15029
C20 -0.55536 6.68533 2.07509
C21 -1.67318 6.22886 2.73714
C22 -2.62759 7.18369 3.07381
N4 -2.51733 8.49458 2.78764
C23 -1.37533 8.97200 2.25327
C24 -0.44967 8.02811 1.80801
C25 -3.56572 9.40267 3.22900
H16 3.12689 2.22744 0.13892
H17 4.22794 2.64064 1.54260
H18 4.29040 3.48762 0.02124
H19 2.63445 3.42382 3.10744
H20 0.89789 5.13240 3.83335
H21 0.38468 6.11909 -0.34737
H22 2.15740 4.33102 -0.86847
H23 -1.67782 5.18061 2.99704
H24 -3.54643 6.94705 3.58968
H25 -1.18844 10.03469 2.20698
H26 0.44196 8.46203 1.38012
H27 -3.56752 10.34643 2.68364
H28 -3.36268 9.66541 4.26719
H29 -4.50891 8.85992 3.16654
C26 4.75576 -4.71467 1.25408
N5 3.98819 -4.20824 0.13666
C27 4.05828 -2.84214 -0.08074
C28 3.36164 -2.29190 -1.15628
C29 2.52862 -3.02360 -1.95825
C30 2.52738 -4.43446 -1.71923
C31 3.21206 -4.98089 -0.65460
C32 1.83749 -2.33922 -3.08052
C33 1.51071 -3.04999 -4.26072
C34 0.88864 -2.33797 -5.31565
N6 0.75683 -0.96974 -5.24566
C35 1.11477 -0.26353 -4.18200
C36 1.62467 -0.94907 -3.08303
C37 0.08868 -0.36020 -6.42939
H30 4.68348 -4.05195 2.11645
H31 5.79113 -4.68127 0.91497
H32 4.42457 -5.73720 1.43531
H33 4.62969 -2.16080 0.53218
H34 3.43612 -1.21889 -1.25381
H35 1.88727 -5.04865 -2.33521
H36 3.21946 -6.03823 -0.43462
H37 1.70290 -4.10448 -4.39304
H38 0.62416 -2.90865 -6.19360
H39 1.06972 0.81534 -4.16152
H40 1.79004 -0.39699 -2.16964
H41 0.81062 -0.26535 -7.24050
H42 -0.36974 0.55693 -6.05947
H43 -0.71911 -1.01475 -6.75671
N7 1.86555 -5.65951 5.35818
S1 2.52862 -6.02636 4.02899
O4 3.95167 -6.03429 3.94019
O5 1.86283 -5.69620 2.77990
F1 2.13331 -7.56997 4.13954
S2 1.56008 -4.02522 5.04190
O6 0.15585 -3.75679 4.93390
O7 2.43208 -3.19372 4.20776
F2 1.97075 -3.43867 6.49038
N8 -1.72440 2.94597 -0.78740
S3 -1.49904 1.92042 0.59757
O8 -0.30935 2.07793 1.42401
O9 -2.25839 0.67823 0.58854
F3 -2.48069 2.89332 1.46128
S4 -0.64016 2.18852 -1.54229
O10 -0.91705 0.86858 -2.04043
O11 0.71775 2.66518 -1.45041
F4 -0.99006 3.06326 -2.88214
N9 -0.75026 0.76851 6.10696
S5 -1.17260 2.01168 5.11004
O12 -1.91037 1.68506 3.90234
O13 -0.28257 3.13436 5.03210
F5 -2.26973 2.80199 6.02803
S6 0.15125 0.17156 5.14117
O14 1.51075 0.69353 4.90433
O15 -0.44796 -0.67921 4.08332
F6 0.57616 -0.96667 6.19954

**Maximum force**: 14.7 eV/A
**HOMO-LUMO gap (alpha / beta)**: 3.08 / 4.21 eV
**Total charge**: +1
**LUMO level (alpha / beta)**: -4.62 / -4.62 eV
**Multiplicity**: 2

Here are the Mulliken charges for atoms 1 to 8, given in e:
1. O 0.86
2. C -0.25
3. O -0.89
4. O -0.06
5. H -0.13
6. C -0.86
7. N 0.05
8. C -0.16

---

Molecular formula: C37H43N9O3S2Te2V
Method: DFT, ωB97M-V/def2-TZVPD

CARTESIAN COORDINATES (ANGSTROEM)
V1 -0.42060 -0.41920 1.55714
O1 -1.70704 3.22947 3.57905
C1 -3.03538 2.94045 3.54240
C2 -3.85054 3.86989 4.31773
C3 -5.16982 3.75283 4.40197
C4 -5.89664 2.73782 3.59224
C5 -5.04209 1.59953 2.94177
C6 -3.55752 1.84959 2.93516
C7 -2.71645 0.81914 2.35515
O2 -1.38855 0.97878 2.26890
N1 -3.22092 -0.32650 1.99713
N2 -2.21992 -1.18939 1.61900
C8 -2.57460 -2.44857 1.29528
C9 -1.63391 -3.47673 0.98471
C10 -2.05468 -4.79923 0.72405
C11 -1.15352 -5.80283 0.43305
C12 0.21478 -5.51855 0.37496
C13 0.66220 -4.22602 0.62117
C14 -0.23253 -3.21608 0.93181
O3 0.17227 -1.95827 1.20603
H1 -1.24983 2.48274 3.13748
H2 -3.31583 4.63046 4.87856
H3 -5.74627 4.42288 5.03415
H4 -6.75472 2.33469 4.12905
H5 -5.20862 0.59487 3.32502
H6 -3.63328 -2.67866 1.31136
H7 -3.11670 -5.01993 0.77345
H8 -1.50782 -6.81121 0.24946
H9 0.93002 -6.29846 0.14257
H10 1.71415 -3.96695 0.57443
C15 -1.77875 4.02656 -1.54423
C16 -0.71083 3.76094 -0.55246
N3 0.17185 4.59350 -0.11371
N4 0.89348 3.84860 0.79358
C17 0.50823 2.57434 0.88574
S1 1.39100 1.29457 1.55817
N5 -0.53215 2.52109 0.02456
N6 -1.27639 1.36566 -0.16965
H11 -1.76390 5.08006 -1.81520
H12 -2.75233 3.75962 -1.11965
H13 -1.62703 3.42147 -2.44163
H14 1.68202 4.24579 1.26904
H15 -2.19322 1.44948 0.24811
H16 -1.41020 1.19098 -1.15723
C18 2.41741 0.79063 -4.01929
C19 1.94791 1.43728 -2.72896
N7 1.43185 0.36840 -1.91541
C20 0.38443 -0.38894 -2.38438
N8 -0.34407 -1.04844 -1.56199
C21 -1.44518 -1.86944 -2.05386
C22 -1.93966 -1.43689 -3.42655
C23 -0.74703 -1.25624 -4.34131
N9 0.17980 -0.29784 -3.77070
C24 1.22685 0.12288 -4.70085
H17 3.16197 0.04037 -3.75295
H18 2.87549 1.51647 -4.69441
H19 1.19228 2.21147 -2.94824
H20 2.77539 1.91359 -2.20344
H21 1.43370 0.46560 -0.91007
H22 -2.25529 -1.78759 -1.32752
H23 -1.13151 -2.91921 -2.07439
H24 -2.47820 -0.48864 -3.33657
H25 -2.62219 -2.17976 -3.84620
H26 -1.05910 -0.88128 -5.31946
H27 -0.25037 -2.22507 -4.49685
H28 0.77205 0.81741 -5.41488
H29 1.57443 -0.74360 -5.27775
Te1 -4.77899 2.06632 -0.33597
C25 -5.78987 1.88403 1.56543
C26 -6.36364 3.19972 2.16469
C27 -7.84555 3.27012 1.95375
C28 -8.38879 2.10459 1.60873
S2 -7.26501 0.77823 1.40021
H30 -5.82808 4.08639 1.82969
H31 -8.41325 4.18506 2.08937
H32 -9.43878 1.90991 1.42122
C29 9.27400 -2.38613 -1.06871
C30 7.94025 -2.03666 -0.45174
C31 7.31207 -0.82716 -0.70822
C32 6.04136 -0.53567 -0.20568
C33 5.42082 0.80288 -0.52083
C34 5.33989 -1.47774 0.57371
Te2 3.27976 -1.20121 1.06049
C35 6.01765 -2.67478 0.90713
C36 5.38308 -3.70640 1.80691
C37 7.28562 -2.93462 0.38624
H33 9.61093 -1.59869 -1.74725
H34 9.20468 -3.31657 -1.64014
H35 10.04625 -2.53025 -0.30582
H36 7.81668 -0.09004 -1.33046
H37 6.09367 1.41725 -1.12830
H38 5.18378 1.33562 0.40440
H39 4.47317 0.66533 -1.04981
H40 4.99476 -3.23475 2.71056
H41 6.10525 -4.48283 2.07917
H42 4.52844 -4.17385 1.31024
H43 7.77149 -3.87843 0.62738

**Maximum force**: 4.8 eV/A
**HOMO-LUMO gap (alpha / beta)**: 4.79 / 4.83 eV
**Total charge**: -2
**LUMO level (alpha / beta)**: 3.98 / 3.98 eV
**Multiplicity**: 2

Here are the Mulliken charges for atoms 1 to 8, given in e:
1. V 0.71
2. O -0.88
3. C 1.47
4. C -0.60
5. C -0.81
6. C -0.09
7. C -0.80
8. C -0.40

---

We obtain E_tot values of -6044.837965; -4430.658682 Eh for the records listed above, in that order.